[1]
This record from the OMol25 dataset describes the molecule C5H7NO at a distorted geometry. The level of theory is ωB97M-V with the def2-TZVPD basis set.

Structure (ORCA input):
```
! RIJCOSX wB97M-V def2-TZVPD def2/J DEFGRID3
* xyz 0 1
C 0.31 -0.73 -1.73
C 0.85 -0.10 -0.43
C -0.26 0.35 0.52
C -0.01 0.85 1.88
O -0.35 1.73 0.83
C -1.58 -0.27 0.39
N -2.65 -0.71 0.39
H -0.77 -0.89 -1.65
H 0.77 -1.71 -1.92
H 0.49 -0.09 -2.61
H 1.49 -0.82 0.08
H 1.46 0.77 -0.64
H -0.78 0.72 2.65
H 1.02 0.91 2.24
*
```

## Properties
- molar mass (g mol⁻¹) = 97.1
- relative energy (zero: lowest compared OMol25 entry of this formula, charge and spin) (eV) = 1.963
- lowest unoccupied orbital energy (eV) = 0.9
- gap between HOMO and LUMO (hartree) = 0.4413
- SMILES string = CC[C@@]1(C#N)CO1

=====

[2]
This record from the OMol25 dataset describes a structure of composition C26H53B3O15S6 at a distorted geometry. The level of theory is ωB97M-V with the def2-TZVPD basis set.

Structure (ORCA input):
```
! RIJCOSX wB97M-V def2-TZVPD def2/J DEFGRID3
* xyz 0 1
C 5.04 -2.80 -0.26
C 4.35 -2.34 -1.30
B 2.77 -2.38 -1.17
O 2.08 -1.60 -0.26
B 1.16 -2.44 0.35
O 1.10 -3.82 0.17
B 1.60 -4.26 -1.05
O 1.97 -3.25 -1.94
H 4.51 -3.22 0.60
H 6.13 -2.85 -0.23
H 4.86 -1.98 -2.20
H 0.36 -1.95 1.09
H 1.72 -5.41 -1.30
C -1.90 2.58 -1.18
C -1.35 2.15 -2.54
C 0.12 1.77 -2.35
S 0.27 1.21 -0.65
O 1.12 2.13 0.08
O 0.53 -0.21 -0.63
C -1.43 1.52 -0.19
H -2.99 2.66 -1.18
H -1.49 3.55 -0.90
H -1.91 1.28 -2.90
H -1.46 2.93 -3.29
H 0.43 0.96 -3.01
H 0.78 2.63 -2.48
H -1.47 1.84 0.85
H -1.98 0.59 -0.32
C 2.23 2.77 3.11
C 1.57 3.52 4.27
C 2.63 3.70 5.37
S 4.22 3.74 4.52
O 4.98 2.59 4.93
O 4.77 5.07 4.60
C 3.57 3.46 2.88
H 1.62 2.78 2.22
H 2.39 1.72 3.39
H 1.23 4.49 3.92
H 0.70 2.98 4.65
H 2.49 4.63 5.91
H 2.64 2.86 6.06
H 4.27 2.86 2.31
H 3.44 4.43 2.41
C -6.76 -0.18 1.77
C -5.96 -1.48 1.91
C -5.48 -1.88 0.51
S -5.33 -0.35 -0.42
O -6.29 -0.35 -1.49
O -3.93 -0.07 -0.66
C -5.92 0.73 0.88
H -6.96 0.28 2.74
H -7.72 -0.38 1.29
H -5.10 -1.31 2.56
H -6.56 -2.28 2.36
H -4.51 -2.38 0.54
H -6.21 -2.51 0.00
H -6.48 1.55 0.45
H -5.05 1.11 1.42
C -1.41 6.62 5.96
C -1.64 7.29 4.60
C -2.17 6.22 3.64
S -3.03 5.01 4.66
O -2.32 3.76 4.59
O -4.45 5.10 4.40
C -2.67 5.79 6.23
H -1.24 7.34 6.75
H -0.54 5.96 5.90
H -2.38 8.09 4.71
H -0.73 7.74 4.21
H -2.87 6.63 2.91
H -1.36 5.70 3.12
H -2.52 5.03 6.99
H -3.51 6.43 6.48
C -1.59 -1.88 -5.55
C -2.68 -2.40 -6.50
C -3.58 -1.20 -6.86
S -2.54 0.26 -6.73
O -3.03 1.07 -5.65
O -2.31 0.80 -8.04
C -1.07 -0.59 -6.18
H -0.79 -2.61 -5.42
H -2.02 -1.68 -4.57
H -2.22 -2.79 -7.41
H -3.26 -3.20 -6.06
H -3.97 -1.28 -7.87
H -4.40 -1.10 -6.15
H -0.53 0.04 -5.47
H -0.46 -0.80 -7.05
C 6.57 -8.11 -1.29
C 7.08 -6.94 -2.14
C 5.86 -6.32 -2.84
S 4.45 -6.65 -1.78
O 3.55 -7.54 -2.47
O 4.00 -5.41 -1.20
C 5.35 -7.59 -0.55
H 7.33 -8.47 -0.60
H 6.29 -8.94 -1.94
H 7.54 -6.19 -1.49
H 7.83 -7.26 -2.86
H 5.97 -5.25 -2.97
H 5.68 -6.80 -3.81
H 4.71 -8.38 -0.16
H 5.63 -6.90 0.25
*
```

## Properties
- molar mass (g mol⁻¹) = 830.5
- lowest unoccupied orbital energy (eV) = 0.4
- gap between HOMO and LUMO (hartree) = 0.3680

=====

The lowest gap between HOMO and LUMO belongs to which entry? C26H53B3O15S6